1.
{
  "formula": "C22H42BrCoN2OS3Si",
  "method": "ωB97M-V with the def2-TZVPD basis set",
  "multiplicity": 5,
  "charge": 2,
  "relative_energy_kj_mol": 19.6,
  "gap_ev": [9.3, 6.7],
  "e_tot_ev": -176563.97834,
  "largest_force_ha_per_bohr": 0.005,
  "species": ["Br", "Co", "S", "S", "S", "Si", "O", "N", "N", "C", "C", "C", "C", "C", "C", "C", "C", "C", "C", "C", "C", "C", "C", "C", "C", "C", "C", "C", "C", "C", "C", "H", "H", "H", "H", "H", "H", "H", "H", "H", "H", "H", "H", "H", "H", "H", "H", "H", "H", "H", "H", "H", "H", "H", "H", "H", "H", "H", "H", "H", "H", "H", "H", "H", "H", "H", "H", "H", "H", "H", "H", "H", "H"],
  "xyz": [[0.0061, 0.5544, 0.2955], [1.2226, 2.2631, 1.6545], [0.5253, 4.5529, 1.3255], [0.5276, 4.2820, -1.3841], [3.4054, 2.4177, 0.9940], [-1.1311, -1.0737, -1.2271], [-1.7263, 4.7106, -0.0009], [3.5573, -0.1963, 0.4588], [5.1334, 0.6283, 1.9035], [-3.8229, -1.5038, -1.7364], [-2.5173, 4.8921, -1.2145], [-0.1584, -0.8218, -2.8423], [5.8673, -0.6276, 2.0074], [1.3799, 2.5611, 4.1209], [0.0651, 2.1837, 3.8084], [0.1011, 0.6549, -3.1889], [-3.0612, 0.8499, -2.0658], [-0.9859, -1.4603, -3.9803], [4.0725, 0.8151, 1.1448], [2.3360, 1.5827, 4.3944], [-3.4005, -0.0109, 0.2244], [-0.2705, 0.8279, 3.7464], [-0.4665, 4.4883, -0.0813], [-1.1387, -3.8461, -1.2381], [1.9877, 0.2406, 4.3480], [0.6378, -2.8500, 0.2166], [-0.8105, -2.6854, -0.2731], [-2.9043, -0.3926, -1.1797], [1.2100, -1.5166, -2.8059], [0.6895, -0.1366, 4.0172], [-1.7185, -2.8067, 0.9601], [0.6884, 1.1605, -2.4198], [0.6727, 0.6904, -4.1196], [-1.0177, -4.7889, -0.6987], [-1.2841, 0.5367, 3.5052], [-4.0941, 1.2009, -1.9871], [1.3608, -2.8880, -0.5952], [-2.9883, 3.9409, -1.4452], [0.7070, -3.7983, 0.7554], [-3.2583, 5.6419, -0.9615], [-1.5566, -1.9912, 1.6687], [1.7141, -1.3421, -3.7590], [-3.5339, -1.8426, -2.7335], [5.2698, -1.3878, 2.5123], [6.1636, -0.9803, 1.0183], [-2.7763, -2.8388, 0.7064], [-2.8697, 0.6541, -3.1192], [6.7702, -0.4528, 2.5834], [5.4809, 1.4435, 2.3848], [3.3403, 1.8827, 4.6616], [-1.9439, -0.9640, -4.1365], [-1.8827, 5.2320, -2.0294], [-3.3943, -0.8434, 0.9248], [0.9275, -2.0563, 0.9072], [-3.8695, -2.3705, -1.0791], [1.1409, -2.5942, -2.6696], [-1.1726, -2.5229, -3.8210], [-0.4720, -3.8808, -2.0994], [-0.8086, 1.2251, -3.3485], [-2.4039, 1.6591, -1.7381], [3.9514, -1.1238, 0.4813], [1.6347, 3.6103, 4.2171], [-1.4841, -3.7427, 1.4730], [-4.8377, -1.1057, -1.8139], [2.7678, -0.0213, -0.1416], [0.4222, -1.1847, 3.9881], [-2.1676, -3.8145, -1.6011], [2.7217, -0.5171, 4.5897], [-4.4358, 0.3285, 0.1347], [-0.6987, 2.9403, 3.6747], [-2.8235, 0.8082, 0.6549], [1.8482, -1.1116, -2.0159], [-0.4203, -1.3682, -4.9108]],
  "forces_ev_per_a": [[-0.036, -0.013, -0.083], [-0.043, 0.219, 0.096], [-0.001, -0.187, -0.006], [-0.019, -0.058, -0.002], [0.002, -0.056, 0.049], [0.025, 0.105, 0.066], [0.026, 0.051, 0.014], [-0.002, -0.029, 0.055], [-0.001, 0.086, -0.020], [-0.019, 0.007, -0.024], [-0.008, -0.047, 0.010], [0.017, 0.039, -0.018], [0.036, -0.002, -0.034], [-0.027, -0.019, 0.028], [0.034, -0.070, -0.083], [0.021, -0.040, 0.027], [-0.002, 0.037, 0.018], [-0.008, 0.026, -0.006], [-0.039, -0.001, -0.035], [0.012, 0.019, -0.021], [-0.025, -0.052, 0.001], [0.012, -0.004, 0.025], [0.031, 0.086, -0.045], [-0.028, -0.027, 0.020], [-0.003, -0.006, -0.008], [-0.003, -0.017, -0.031], [0.006, 0.008, 0.014], [-0.021, -0.037, -0.021], [-0.015, -0.007, 0.045], [-0.012, -0.003, -0.008], [0.030, -0.001, -0.003], [0.017, -0.027, -0.021], [0.002, 0.000, -0.012], [-0.005, -0.006, 0.003], [-0.007, 0.000, 0.011], [0.008, 0.003, 0.005], [0.002, 0.008, -0.007], [0.000, 0.004, -0.034], [0.007, -0.012, -0.001], [-0.012, -0.019, 0.006], [0.009, 0.006, 0.007], [0.020, 0.014, 0.003], [0.007, 0.011, 0.026], [0.001, -0.004, -0.004], [-0.003, -0.003, 0.002], [0.006, -0.007, -0.006], [0.010, -0.007, 0.002], [-0.016, -0.006, 0.024], [0.024, -0.011, -0.015], [0.005, -0.013, 0.010], [0.028, -0.006, 0.007], [-0.003, 0.011, 0.010], [0.009, 0.054, -0.025], [-0.013, 0.003, 0.036], [-0.002, -0.028, 0.006], [-0.015, 0.001, -0.020], [-0.014, -0.019, 0.008], [0.004, 0.004, 0.000], [-0.073, 0.022, 0.002], [0.028, 0.019, -0.002], [-0.006, 0.001, 0.020], [0.000, 0.001, -0.012], [0.006, -0.010, 0.002], [-0.005, 0.005, -0.004], [-0.030, -0.027, -0.009], [-0.002, -0.003, 0.001], [0.023, 0.006, -0.004], [0.008, 0.002, -0.002], [-0.005, -0.006, 0.008], [0.007, 0.002, -0.013], [0.013, 0.021, -0.008], [0.022, 0.013, -0.015], [0.005, -0.005, -0.005]]
}

=====

2.
{
  "formula": "C26H32N7O3RuS4",
  "method": "ωB97M-V with the def2-TZVPD basis set",
  "charge": 1,
  "relative_energy_kj_mol": 230.3,
  "gap_ev": [6.0, 6.0],
  "e_tot_ev": -89968.25940,
  "largest_force_ha_per_bohr": 0.041,
  "species": ["Ru", "S", "S", "S", "S", "O", "O", "O", "N", "N", "N", "N", "N", "N", "N", "C", "C", "C", "C", "C", "C", "C", "C", "C", "C", "C", "C", "C", "C", "C", "C", "C", "C", "C", "C", "C", "C", "C", "C", "C", "C", "H", "H", "H", "H", "H", "H", "H", "H", "H", "H", "H", "H", "H", "H", "H", "H", "H", "H", "H", "H", "H", "H", "H", "H", "H", "H", "H", "H", "H", "H", "H", "H"],
  "xyz": [[0.1120, -0.0669, 0.0450], [-4.4931, -0.6730, -0.5374], [-1.8123, 2.0414, -0.4487], [-0.9858, -0.9071, -2.0528], [2.0094, -0.1263, -1.4874], [-1.8114, -5.5987, -1.0165], [1.0394, 1.9322, 0.3036], [0.3469, -2.1248, 0.7014], [-0.9901, -0.0706, 2.0513], [1.9669, 2.3580, -0.5539], [-1.1667, 0.7744, 3.9344], [-0.8604, 1.0748, 2.7122], [0.5730, -4.9619, -0.2190], [-1.4957, -0.4755, 4.1575], [-1.2393, 1.7335, 4.9195], [-4.2350, 0.8163, 0.4713], [-3.6319, 2.0176, -0.2627], [-3.0377, -6.1512, -1.4931], [-2.9985, -1.6522, -0.1874], [-2.8086, -5.2777, 1.1823], [2.2957, -1.3639, 1.8241], [3.2396, 4.1917, -1.3444], [-1.5957, 1.8148, -2.2238], [-2.6032, -4.9277, 2.5118], [-1.3698, -0.9925, 2.9407], [3.8679, 3.3428, -2.2610], [4.4157, -2.4377, 1.3382], [-2.0182, 0.4477, -2.7169], [1.7951, -4.4636, -0.2209], [-1.3412, -4.5609, 2.9549], [-0.2780, -4.5359, 2.0652], [3.7758, -3.3805, 0.6077], [2.3488, -3.3923, 0.4827], [-2.2396, -2.0794, -1.4360], [-1.7442, -5.2457, 0.2942], [2.2987, 3.6687, -0.5052], [3.5118, 2.0191, -2.3002], [1.5912, -2.2797, 0.9874], [2.5257, 1.5087, -1.4395], [-0.4778, -4.8597, 0.7362], [3.6450, -1.4402, 1.9906], [-0.6129, 2.4948, 4.6991], [0.3661, -5.6219, -0.9571], [-3.3388, -7.0113, -0.8949], [4.6201, 3.7267, -2.9379], [5.4923, -2.4496, 1.4395], [-2.1502, 2.5924, -2.7499], [-1.5448, -2.0293, 2.6986], [-3.6392, 0.5411, 1.3417], [3.4743, 5.2444, -1.2872], [-4.0702, 2.1182, -1.2565], [0.7158, -4.2800, 2.4094], [-1.0827, 1.3033, 5.8194], [-2.8502, -6.4678, -2.5133], [-3.8312, -5.4030, -1.4843], [-3.4364, -4.9624, 3.2012], [-5.2309, 1.0860, 0.8246], [3.9672, 1.3268, -2.9946], [-3.8653, 2.9243, 0.2967], [2.4741, -5.0244, -0.8578], [4.1449, -0.7124, 2.6187], [-2.3454, -1.0518, 0.4340], [-1.9144, 0.4028, -3.8025], [1.7247, -0.5829, 2.3069], [-3.3011, -2.5298, 0.3853], [-1.1784, -4.3076, 3.9945], [-3.7936, -5.5779, 0.8533], [-1.6490, -2.9677, -1.2221], [-0.5310, 1.9832, -2.3948], [-3.0490, 0.2333, -2.4531], [4.3386, -4.1830, 0.1421], [-2.9158, -2.3056, -2.2627], [1.7590, 4.2370, 0.2370]],
  "forces_ev_per_a": [[1.572, -0.757, -1.171], [-0.005, 0.009, 0.136], [-0.371, 0.393, 0.163], [-0.161, 0.121, 1.734], [-0.713, 0.006, 0.418], [-0.085, -0.054, -0.064], [-0.581, -0.232, 0.301], [0.195, 0.403, -0.556], [0.221, 0.690, -0.382], [0.025, -0.060, -0.014], [0.098, 0.122, 0.109], [-0.234, -0.304, 0.158], [-0.170, 0.110, 0.185], [-0.004, 0.048, -0.062], [-0.394, 0.050, -0.105], [0.093, 0.021, -0.231], [0.114, -0.030, -0.043], [0.025, 0.029, 0.005], [-0.096, -0.006, -0.202], [-0.065, 0.031, 0.044], [-0.055, 0.010, -0.065], [-0.008, 0.035, 0.012], [-0.077, -0.047, 0.192], [0.048, 0.016, -0.031], [0.019, -0.140, -0.186], [0.011, -0.089, -0.026], [0.055, 0.184, 0.129], [0.210, -0.064, -0.299], [0.028, -0.086, -0.013], [-0.076, -0.082, 0.014], [0.162, 0.067, 0.010], [-0.110, -0.183, -0.078], [0.030, 0.100, 0.102], [-0.088, 0.079, -0.150], [-0.120, -0.125, -0.106], [-0.007, 0.100, 0.108], [0.059, 0.032, -0.036], [0.024, -0.229, 0.244], [0.019, -0.140, -0.036], [0.189, 0.078, -0.116], [0.111, -0.073, -0.075], [0.142, -0.056, 0.026], [-0.020, -0.099, 0.055], [0.025, -0.026, 0.029], [-0.019, -0.024, 0.027], [-0.042, -0.009, 0.019], [0.009, -0.021, -0.087], [0.039, 0.106, 0.024], [-0.041, 0.049, 0.026], [0.001, -0.027, 0.011], [-0.076, 0.035, 0.034], [-0.049, 0.006, 0.004], [0.163, -0.033, 0.011], [0.023, 0.017, -0.028], [-0.009, 0.041, 0.014], [0.014, 0.023, -0.002], [0.013, 0.035, 0.030], [-0.017, 0.037, -0.013], [-0.058, 0.000, -0.011], [-0.030, 0.077, -0.090], [-0.014, -0.018, -0.008], [0.064, 0.038, 0.071], [-0.018, -0.043, -0.003], [-0.028, 0.095, 0.002], [0.030, -0.081, -0.071], [0.012, -0.027, -0.014], [0.038, 0.008, -0.008], [0.038, -0.081, 0.000], [0.011, 0.032, -0.043], [-0.052, 0.018, -0.003], [-0.031, 0.044, -0.019], [0.018, -0.088, -0.001], [-0.028, -0.062, 0.004]]
}